Record 1
A 2-piece molecular cluster, C46H55N2O3 overall. Source: the OMol25 dataset; level of theory: ωB97M-V/def2-TZVPD.

charge	-1

Each line ends with the Löwdin charge.
CARTESIAN COORDINATES (ANGSTROEM)
C -1.0318 -1.5626 -6.1296  -0.05
C -1.7632 -0.6281 -5.1537  -0.56
C -1.2159 0.7826 -5.3741  -0.08
C -3.2651 -0.5832 -5.4373  -0.05
C -1.5319 -1.0985 -3.7101  -0.09
C -1.1878 -0.2359 -2.7174  0.01
C -0.5520 -0.6931 -1.5338  -0.25
C 0.2092 0.2625 -0.8053  0.01
C 1.4658 -0.0415 -0.2054  -0.17
C 2.1364 -1.2897 -0.3849  0.03
C 3.3629 -1.5742 0.1872  -0.15
C 3.9380 -0.6358 1.0894  -0.10
N 5.0626 -0.9455 1.7864  -0.09
C 5.9127 -2.0577 1.4350  -0.18
C 5.1183 -3.2366 0.9108  -0.17
C 4.1290 -2.8057 -0.1728  -0.15
C 5.7208 0.0169 2.6302  -0.18
C 4.7544 1.0007 3.2517  -0.17
C 3.9160 1.6601 2.1660  -0.13
C 3.3248 0.6395 1.2427  -0.13
C 2.1809 0.9393 0.5330  0.03
C -0.6383 -2.0818 -1.2131  -0.01
C -1.0783 -3.0053 -2.1197  -0.08
C -0.9074 -4.5194 -1.9061  -0.55
C -2.2672 -5.1608 -1.6289  -0.06
C 0.0150 -4.8599 -0.7327  -0.07
C -0.2987 -5.1615 -3.1611  -0.05
C -1.7683 -2.5091 -3.3332  -0.30
O -2.5549 -3.2355 -3.9911  -0.02
H -1.3884 -2.5913 -6.0215  0.07
H -1.2031 -1.2124 -7.1546  0.08
H 0.0464 -1.5348 -5.9167  0.09
H -1.7588 1.5193 -4.7730  0.08
H -0.1475 0.8360 -5.1355  0.09
H -1.3460 1.0420 -6.4309  0.08
H -3.7411 0.1148 -4.7392  0.09
H -3.4369 -0.2241 -6.4590  0.08
H -3.7124 -1.5705 -5.2972  0.08
H -1.2705 0.8464 -2.8492  0.12
H 0.0324 1.3042 -1.0326  0.12
H 1.7016 -2.0440 -1.0465  0.11
H 6.6596 -1.7291 0.6896  0.13
H 6.4497 -2.3371 2.3489  0.12
H 5.8089 -3.9870 0.5178  0.11
H 4.5746 -3.6915 1.7486  0.12
H 3.4510 -3.6329 -0.4148  0.11
H 4.6951 -2.6041 -1.0984  0.13
H 6.2529 -0.5559 3.4000  0.12
H 6.4636 0.5635 2.0228  0.13
H 4.0894 0.4957 3.9618  0.10
H 5.3123 1.7575 3.8086  0.11
H 3.1131 2.2611 2.6148  0.09
H 4.5375 2.3607 1.5823  0.13
H 1.8011 1.9574 0.5895  0.10
H -0.3169 -2.4045 -0.2156  0.12
H -2.9553 -4.9443 -2.4499  0.07
H -2.1406 -6.2455 -1.5235  0.08
H -2.6839 -4.7606 -0.6989  0.09
H 1.0135 -4.4171 -0.8539  0.07
H -0.4149 -4.5421 0.2241  0.08
H 0.1395 -5.9512 -0.7039  0.08
H 0.6843 -4.7189 -3.3702  0.09
H -0.1705 -6.2365 -2.9841  0.08
H -0.9578 -5.0111 -4.0205  0.08
C -6.1150 2.3058 1.9199  -0.04
C -5.0405 1.5522 2.6741  -0.58
C -4.2935 2.4837 3.6099  -0.03
C -5.7049 0.4684 3.4997  -0.04
O -4.1025 0.8446 1.7686  0.04
C -3.3505 1.5999 0.9405  -0.41
C -2.0515 0.9661 0.5062  -0.01
N -1.0304 1.5773 0.9288  0.09
C -0.3311 2.5201 1.4899  -0.26
C -0.0233 3.7141 0.7095  -0.17
C 1.2398 4.3501 0.7848  -0.07
C 1.6660 5.1637 -0.2648  -0.11
C 0.7892 5.4618 -1.3133  -0.14
C -0.5111 4.9296 -1.3338  -0.10
C -0.9197 4.0689 -0.3182  -0.04
C 0.2916 2.1734 2.7584  -0.19
C 0.8142 3.1463 3.6305  -0.07
C 1.5265 2.7400 4.7570  -0.12
C 1.6875 1.3773 5.0354  -0.15
C 1.1365 0.4081 4.1849  -0.10
C 0.3672 0.8131 3.1042  -0.05
O -3.6247 2.7500 0.6143  0.05
H -6.7217 1.6152 1.3230  0.09
H -6.7856 2.7935 2.6397  0.09
H -5.6820 3.0702 1.2689  0.08
H -3.5574 1.9174 4.1943  0.10
H -3.7888 3.2874 3.0635  0.09
H -5.0092 2.9331 4.3084  0.09
H -4.9561 -0.0860 4.0748  0.09
H -6.4093 0.9212 4.2076  0.09
H -6.2639 -0.2234 2.8624  0.09
H -2.1264 -0.0429 0.0832  0.11
H 1.8970 4.1901 1.6403  0.09
H 2.6819 5.5661 -0.2607  0.09
H 1.1123 6.1134 -2.1279  0.08
H -1.2106 5.1903 -2.1299  0.09
H -1.9380 3.6751 -0.2918  0.09
H 0.6233 4.2017 3.4226  0.11
H 1.9638 3.4916 5.4214  0.10
H 2.2293 1.0614 5.9305  0.09
H 1.2870 -0.6578 4.3614  0.10
H -0.1333 0.0760 2.4809  0.11



Record 2
C46H56AsBF4N6OSi2Y as an isolated structure. Source: the OMol25 dataset; level of theory: ωB97M-V/def2-TZVPD.

charge	+1

Each line ends with the Löwdin charge.
CARTESIAN COORDINATES (ANGSTROEM)
Y 0.9157 -0.4728 -1.6568  1.61
C -9.9497 -0.7484 7.0366  -0.06
O -9.2501 -1.9873 6.8147  -0.07
C -8.2753 -1.9514 5.8777  -0.26
C -8.0110 -0.8048 5.0685  -0.01
C -7.0481 -0.8715 4.1378  -0.03
C -6.2927 -2.0538 3.9333  -0.14
C -6.6865 -3.2068 4.6428  -0.02
C -7.6027 -3.1287 5.6660  -0.01
C -5.1296 -1.8832 3.0691  -0.20
N -4.7599 -0.7170 2.5627  0.18
C -3.7319 -0.9680 1.7627  -0.22
C -3.3457 -2.3210 1.8021  -0.13
N -4.2629 -2.9075 2.6450  0.19
C -2.3028 -2.8192 1.0451  -0.08
C -1.9443 -4.1730 1.0734  0.02
C -0.8163 -4.5698 0.3912  -0.02
C -0.0909 -3.6134 -0.3260  -0.11
N -0.4229 -2.3197 -0.4658  0.02
C -1.5531 -1.9148 0.2090  -0.11
C -1.8908 -0.4872 0.2774  -0.14
N -1.1163 0.4486 -0.3137  0.03
C -1.5017 1.7856 -0.2790  -0.10
C -2.6206 2.2356 0.3818  -0.01
C -3.3457 1.2932 1.1398  0.06
C -2.9964 -0.0572 1.0629  -0.10
H -10.7244 -0.9925 7.8036  0.11
H -10.4368 -0.3631 6.1139  0.10
H -9.2560 -0.0043 7.4521  0.10
H -8.4429 0.1762 5.2576  0.11
H -6.7851 -0.0350 3.4917  0.12
H -6.2694 -4.1919 4.4388  0.11
H -7.8411 -4.0232 6.1937  0.12
H -4.3562 -3.8926 2.8976  0.16
H -2.5652 -4.9189 1.5771  0.13
H -0.5864 -5.6356 0.2773  0.12
H 0.7465 -3.9503 -0.9221  0.11
H -0.8502 2.4872 -0.7587  0.07
H -2.9574 3.2331 0.1827  0.11
H -4.1584 1.5106 1.8354  0.13
C 3.3498 -0.5712 -5.4396  -0.01
C 2.1366 -1.4472 -5.6817  -0.22
C 1.8700 -1.7080 -7.0006  -0.06
C 0.8065 -2.5122 -7.3668  -0.06
C -0.1380 -2.7946 -6.3958  -0.06
C -0.0238 -2.4367 -5.0635  -0.20
C -1.2705 -2.5368 -4.2262  -0.04
C 1.2601 -1.8759 -4.6474  -0.20
N 1.6093 -1.8362 -3.2818  -0.05
C 2.6793 -2.5329 -2.7606  -0.29
C 3.3162 -3.6298 -3.5551  -0.03
C 3.2106 -2.2816 -1.4307  -0.31
C 4.3479 -3.1826 -0.9480  0.00
N 2.7047 -1.3264 -0.6325  -0.08
C 3.4421 -0.6635 0.4247  -0.22
C 4.6016 0.1149 0.1627  -0.26
C 5.0627 0.4559 -1.1831  -0.05
C 5.2844 0.6297 1.2726  -0.04
C 4.8575 0.3814 2.5716  -0.10
C 3.6580 -0.2092 2.8151  -0.06
C 2.9048 -0.6443 1.7360  -0.26
C 1.5536 -1.1318 2.0707  -0.05
H 3.8666 -0.9213 -4.5739  0.05
H 3.0560 0.4662 -5.2664  0.08
H 3.9614 -0.6026 -6.3324  0.08
H 2.4836 -1.2533 -7.7874  0.12
H 0.7284 -2.8801 -8.3653  0.10
H -1.0836 -3.2569 -6.6585  0.12
H -1.9915 -1.7821 -4.6410  0.11
H -1.0478 -2.2827 -3.1837  0.03
H -1.7298 -3.5346 -4.2359  0.09
H 2.7456 -3.8204 -4.5244  0.11
H 3.3848 -4.6076 -3.0281  0.09
H 4.3903 -3.4110 -3.8153  0.11
H 4.0016 -4.2392 -1.0598  0.09
H 4.5596 -2.9263 0.0955  0.09
H 5.2157 -3.0079 -1.6006  0.10
H 4.4544 -0.0056 -1.9882  0.08
H 6.1138 0.1867 -1.3314  0.09
H 5.0819 1.5461 -1.3268  0.08
H 6.2137 1.1634 1.1508  0.12
H 5.4724 0.8045 3.3467  0.11
H 3.1969 -0.2353 3.8238  0.13
H 1.2030 -1.7788 1.2203  0.05
H 0.7698 -0.3103 2.1589  0.09
H 1.5596 -1.7272 2.9681  0.08
F 1.5597 1.3050 -3.0601  -0.04
B 0.3112 1.4705 -3.8479  -1.25
F -0.5681 0.4501 -3.3338  0.05
F -0.0533 2.7329 -3.4774  0.16
F 0.4640 1.3383 -5.1907  0.21
C 3.6698 5.8136 -0.4605  -0.21
Si 2.3651 4.6405 -1.2199  0.33
C 2.9734 4.2270 -2.9733  -0.21
C 0.5646 5.3616 -1.3386  -0.21
As 2.0558 2.6966 0.2194  0.82
Si 1.5315 3.6415 2.3251  0.27
C 3.3108 3.9399 3.1281  -0.23
C 0.6456 5.3460 2.2747  -0.23
C 0.5873 2.5915 3.6120  -0.21
H 4.4895 5.7719 -1.1458  0.00
H 4.0210 5.4159 0.5224  0.01
H 3.3106 6.8501 -0.3121  0.04
H 3.5767 5.0682 -3.3115  0.03
H 2.0728 4.2038 -3.6113  0.03
H 3.5505 3.2937 -3.0371  0.02
H -0.0284 4.8442 -2.1148  0.02
H 0.6681 6.4070 -1.5897  0.02
H -0.0110 5.2082 -0.4342  -0.02
H 3.7115 4.9311 2.8417  0.01
H 4.0865 3.1698 2.8924  0.01
H 3.1736 4.0346 4.2181  0.02
H -0.4286 5.2212 2.1378  0.02
H 1.0450 6.0039 1.5168  0.00
H 0.7837 5.8163 3.2880  0.05
H 1.2915 2.1789 4.3338  0.03
H 0.0521 1.7512 3.1881  -0.01
H -0.0970 3.2443 4.0763  0.01



| no. | strongest force on any atom (eV/Å) | energy (eV) |
| --- | --- | --- |
| 1 | 4.494 | -57716.6591 |
| 2 | 3.394 | -148788.4311 |